73
Properties=species:S:1:pos:R:3:forces:R:3 method="wB97M-V/def2-TZVPD" gap_ev=7.0380 e_above_lowest_ev=0.665 e_tot_ha=-3036.607211 homo_energy_ev=-4.92 charge=-1
C 1.241 1.337 -2.001 -0.2 0.2 -0.1
H -2.986 0.517 -3.864 0.0 0.0 0.0
H -5.077 -1.642 -0.817 0.0 0.0 0.0
H -3.280 1.798 2.490 0.0 0.1 0.0
H -1.002 3.113 4.223 0.0 0.0 0.0
C 1.919 -1.833 -2.949 0.1 0.0 -0.1
N -1.742 -2.522 1.184 0.1 -0.1 -0.1
C 1.955 -5.556 -2.613 0.0 0.0 0.0
H -5.001 -1.739 1.220 0.0 0.0 0.0
H 0.416 5.915 -1.975 0.0 0.0 0.0
C 0.414 -4.559 -1.098 0.0 0.0 0.0
N -1.818 -0.871 -1.046 -0.2 -0.1 0.2
P -1.310 1.585 1.727 0.1 0.0 -0.1
O 2.664 2.432 3.147 0.1 0.1 0.0
O -0.406 3.640 -1.266 0.2 0.0 -0.1
C -2.767 -3.302 3.195 0.1 0.0 0.0
C 3.087 4.348 -3.367 0.0 0.0 0.0
O -2.416 1.723 2.910 -0.1 -0.1 0.1
H 2.458 -6.419 -3.031 0.0 0.0 0.0
C 1.083 5.121 -2.286 0.0 0.0 0.0
O 1.951 0.809 1.385 0.1 -0.2 -0.1
C -1.856 -0.216 -2.203 0.1 -0.1 0.0
H -4.865 -2.888 3.408 0.0 0.0 0.0
C 2.247 5.385 -2.983 0.0 0.0 0.0
C 2.682 -2.913 2.638 -0.2 -0.1 0.0
C 0.741 3.811 -1.954 0.1 0.0 0.0
C 3.879 -2.774 4.520 0.1 -0.1 0.0
H 2.651 -1.704 -3.749 0.0 0.0 0.0
H 3.124 1.612 3.372 0.0 0.0 0.0
N 0.670 -3.337 -1.544 0.0 0.0 0.0
C 1.575 2.750 -2.348 0.0 0.1 0.1
H -2.646 -3.797 4.149 0.0 0.0 0.0
H 1.465 4.041 0.956 0.1 0.0 0.0
C -4.066 -2.164 1.554 0.0 0.1 0.0
C 1.023 -5.702 -1.597 0.0 0.0 0.0
O 0.441 1.144 -1.023 0.2 0.1 0.0
H -0.680 -3.473 2.648 0.1 0.0 0.0
C -4.197 -0.543 -2.429 -0.1 0.0 0.0
C -0.014 2.787 3.905 0.0 -0.1 0.0
C 2.244 -4.285 -3.076 0.0 0.0 0.1
N 1.719 -2.695 2.011 0.0 -0.2 0.1
H -0.441 2.709 -0.950 -0.3 -0.1 0.0
N 1.394 -0.831 -2.368 -0.1 0.0 0.1
O -1.877 2.176 0.487 -0.1 -0.1 0.1
O 2.143 3.326 0.852 0.0 0.1 0.0
C -1.669 -3.134 2.363 0.1 0.1 -0.1
C 1.586 -3.193 -2.508 0.0 -0.1 -0.1
H 4.006 4.553 -3.902 0.0 0.0 0.0
H 2.977 -4.121 -3.855 0.0 0.0 0.0
H -0.314 -4.626 -0.296 0.0 0.0 0.0
N 1.768 0.413 -2.787 0.1 -0.1 0.1
H -0.909 0.174 -2.547 -0.1 0.0 0.0
C 2.740 3.046 -3.051 0.0 0.0 -0.1
H -0.672 4.642 2.478 0.0 0.0 0.0
H 0.182 1.813 4.355 0.0 0.0 0.0
C -3.019 -0.028 -2.931 0.1 0.0 0.0
O -0.824 0.152 1.742 0.0 0.2 0.0
H -0.742 4.007 0.965 0.0 0.0 0.1
C -2.917 -2.046 0.777 0.0 -0.1 0.0
C -3.986 -2.800 2.782 0.0 0.0 0.0
Sn 0.498 -0.915 0.247 0.0 0.1 -0.1
C 0.030 2.707 2.373 0.0 0.2 0.1
P 1.745 2.191 1.860 -0.2 -0.1 0.0
H 0.775 -6.672 -1.189 0.0 0.0 0.0
H 3.371 2.218 -3.343 0.0 0.0 0.0
C -4.169 -1.218 -1.222 0.0 0.0 0.0
N -0.172 4.067 1.811 -0.1 0.0 0.0
H 2.504 6.411 -3.222 0.0 0.0 0.0
N 4.059 -2.427 5.614 0.0 0.0 0.0
H 0.740 3.484 4.269 0.0 0.0 0.0
N 3.766 -3.227 3.284 0.0 0.2 0.1
H -5.130 -0.423 -2.966 0.0 0.0 0.0
C -2.960 -1.361 -0.548 0.0 0.2 -0.1